Entry 1:
Below is a molecular structure, C17H24F6N6O3RuSSb at a distorted geometry, with properties calculated with the ωB97M-V functional and the def2-TZVPD basis.

Structure (XYZ):
```
59
Properties=species:S:1:pos:R:3
Ru -1.104 -0.431 0.100
O 1.341 -0.597 0.132
N 1.925 0.618 0.245
N 1.249 1.624 -0.276
O -0.045 1.618 -0.327
C 1.992 2.727 -0.681
C 1.357 3.862 -1.192
C 2.117 4.945 -1.586
C 3.499 4.923 -1.468
C 4.131 3.790 -0.970
C 3.392 2.691 -0.588
H 0.283 3.871 -1.283
H 1.621 5.815 -1.992
H 4.083 5.786 -1.752
H 5.209 3.763 -0.892
H 3.874 1.801 -0.217
C 0.801 -1.696 6.102
C 0.393 -1.043 4.824
C 1.074 0.059 4.299
C 0.666 0.525 3.063
N -0.326 -0.048 2.394
C -0.948 -1.080 2.985
S -2.206 -1.789 2.048
N -0.628 -1.578 4.168
H 0.683 -1.009 6.940
H 1.851 -1.985 6.053
H 0.183 -2.574 6.265
H 1.893 0.517 4.829
H 1.158 1.360 2.585
N -4.577 -1.216 -0.498
C -3.605 -1.578 -1.349
N -3.923 -1.728 -2.652
O -2.468 -1.906 -0.953
H -5.422 -0.794 -0.841
H -4.315 -1.025 0.457
H -4.735 -1.276 -3.036
H -3.145 -1.865 -3.276
C 0.004 -2.935 -2.413
C 0.912 -2.457 -1.281
C 0.690 -3.279 -0.007
C 2.383 -2.548 -1.731
C 0.652 -0.989 -0.981
H 0.313 -3.922 -2.751
H 0.059 -2.244 -3.254
H -1.025 -2.987 -2.071
H 0.851 -4.336 -0.208
H -0.337 -3.154 0.348
H 1.381 -2.956 0.771
H 2.707 -3.586 -1.718
H 3.030 -1.970 -1.072
H 2.488 -2.163 -2.744
H 0.740 -0.327 -1.852
F -1.972 0.719 -2.132
Sb -3.145 2.198 -1.537
F -2.951 1.226 0.198
F -4.610 1.059 -2.124
F -4.515 3.195 -0.684
F -3.026 2.771 -3.341
F -1.957 3.605 -1.077
```

Charge ... 0
Electronic energy ... -2548.9446 Eh
Highest occupied orbital energy (alpha / beta) ... -8.3 / -8.1 eV
Multiplicity ... 2
Molar mass ... 729.30 g/mol

Entry 2:
Below is a molecular structure, C17H24IrN6OS4 at a distorted geometry, with properties calculated with the ωB97M-V functional and the def2-TZVPD basis.

Structure (XYZ):
```
53
Properties=species:S:1:pos:R:3
Ir 1.906 0.656 0.441
N 2.191 0.572 2.739
C 3.556 0.119 3.058
C 4.529 0.849 2.161
N 4.194 0.538 0.762
H 2.041 1.507 3.106
H 1.516 -0.047 3.178
H 3.613 -0.954 2.868
H 3.808 0.300 4.104
H 5.553 0.560 2.407
H 4.436 1.926 2.309
H 4.405 -0.437 0.559
H 4.745 1.117 0.134
S 2.457 0.790 -2.010
C 2.711 2.439 -2.258
C 3.052 2.827 -3.587
N 3.353 3.124 -4.656
C 2.630 3.424 -1.271
S 2.263 3.158 0.354
C 2.856 4.779 -1.651
N 3.034 5.873 -1.956
O 1.867 -1.579 0.309
S 0.724 -2.534 -0.044
C 0.186 -2.080 -1.739
C 1.080 -2.857 -2.691
C 1.190 -4.251 -2.088
C 1.581 -4.045 -0.630
H 0.258 -0.999 -1.837
H -0.858 -2.390 -1.813
H 2.063 -2.387 -2.754
H 0.653 -2.881 -3.693
H 1.930 -4.855 -2.612
H 0.226 -4.757 -2.157
H 2.645 -3.841 -0.508
H 1.290 -4.874 0.011
N -2.403 1.444 2.092
C -2.156 0.833 0.942
S -0.582 0.702 0.261
N -3.120 0.264 0.236
C -4.537 0.361 0.349
C -5.182 1.504 0.811
C -6.566 1.566 0.773
C -7.309 0.499 0.293
C -6.661 -0.647 -0.151
C -5.280 -0.714 -0.130
H -1.680 1.944 2.575
H -3.331 1.429 2.491
H -2.800 -0.294 -0.542
H -4.623 2.375 1.128
H -7.062 2.470 1.096
H -8.386 0.564 0.248
H -7.230 -1.485 -0.528
H -4.774 -1.604 -0.486
```

Charge ... +2
Electronic energy ... -2762.5074 Eh
Highest occupied orbital energy (alpha / beta) ... -13.9 / -13.9 eV
Multiplicity ... 2
Molar mass ... 648.91 g/mol

Entry 3:
Below is a single C17H24N2O4 molecule at a distorted geometry, with properties calculated with the ωB97M-V functional and the def2-TZVPD basis.

Structure (XYZ):
```
47
Properties=species:S:1:pos:R:3
C -6.656 -2.034 0.043
O -5.339 -2.161 -0.444
C -4.447 -1.140 -0.385
C -3.193 -1.455 -0.909
C -2.162 -0.543 -0.939
C -2.364 0.740 -0.444
C -1.280 1.729 -0.480
N -1.595 3.052 -0.464
N -0.083 1.268 -0.475
O 0.916 2.273 -0.540
C 2.189 1.829 -0.560
O 3.063 2.651 -0.630
C 2.376 0.335 -0.515
C 3.844 -0.069 -0.381
C 4.022 -1.557 -0.684
C 5.487 -1.965 -0.555
C 6.008 -1.652 0.844
C 5.835 -0.168 1.152
C 4.370 0.239 1.022
C -3.609 1.068 0.089
C -4.652 0.154 0.134
O -5.881 0.456 0.666
C -6.089 1.729 1.224
H -6.674 -1.826 1.115
H -7.210 -1.257 -0.486
H -7.120 -3.003 -0.146
H -3.061 -2.454 -1.293
H -1.200 -0.805 -1.344
H -2.502 3.348 -0.778
H -0.828 3.690 -0.605
H 1.778 -0.060 0.309
H 1.947 -0.066 -1.437
H 4.426 0.515 -1.102
H 3.668 -1.776 -1.694
H 3.420 -2.142 0.016
H 5.595 -3.032 -0.764
H 6.080 -1.418 -1.291
H 7.062 -1.929 0.920
H 5.453 -2.242 1.578
H 6.190 0.047 2.162
H 6.435 0.420 0.454
H 4.265 1.306 1.221
H 3.775 -0.307 1.759
H -3.750 2.051 0.509
H -5.405 1.924 2.056
H -7.112 1.716 1.597
H -5.991 2.521 0.474
```

Charge ... 0
Electronic energy ... -1072.6214 Eh
Highest occupied orbital energy ... -8.2 eV
SMILES ... COc1ccc(/C(N)=N/OC(=O)CC2CCCCC2)cc1OC
Multiplicity ... 1
Molar mass ... 320.39 g/mol

Entry 4:
Below is a single C17H24N2O5S molecule at a distorted geometry, with properties calculated with the ωB97M-V functional and the def2-TZVPD basis.

Structure (XYZ):
```
49
Properties=species:S:1:pos:R:3
C -0.982 -3.293 -1.109
C -0.484 -2.818 0.248
O 0.420 -1.722 0.091
C 1.679 -1.879 0.524
O 2.122 -2.935 0.917
C 2.446 -0.640 0.430
C 1.953 0.698 0.376
S 0.263 1.209 0.490
O -0.408 0.443 1.503
O 0.204 2.640 0.610
N -0.284 0.827 -1.049
C -1.384 1.630 -1.543
C -2.655 1.557 -0.693
C -3.135 0.114 -0.486
C -4.494 0.080 0.124
C -5.714 -0.220 -0.407
C -6.656 -0.051 0.639
C -5.937 0.340 1.723
O -4.631 0.422 1.421
C 3.042 1.529 0.297
C 3.119 3.009 0.225
N 4.170 0.751 0.289
C 5.506 1.276 0.224
C 3.829 -0.562 0.386
C 4.829 -1.659 0.412
H -0.149 -3.644 -1.713
H -1.685 -4.110 -0.970
H -1.483 -2.486 -1.638
H 0.035 -3.625 0.774
H -1.309 -2.450 0.866
H -0.464 -0.166 -1.078
H -1.021 2.660 -1.553
H -1.588 1.315 -2.571
H -2.448 2.002 0.281
H -3.437 2.141 -1.185
H -3.173 -0.410 -1.443
H -2.431 -0.388 0.182
H -5.919 -0.525 -1.413
H -7.715 -0.202 0.584
H -6.225 0.580 2.727
H 2.117 3.412 0.335
H 3.754 3.403 1.017
H 3.529 3.330 -0.733
H 6.208 0.471 0.021
H 5.578 2.018 -0.571
H 5.779 1.752 1.169
H 5.518 -1.535 1.247
H 4.305 -2.601 0.537
H 5.405 -1.691 -0.513
```

Charge ... 0
Electronic energy ... -1546.0836 Eh
Highest occupied orbital energy ... -8.3 eV
SMILES ... CCOC(=O)c1c(S(=O)(=O)NCCCc2ccco2)c(C)n(C)c1C
Multiplicity ... 1
Molar mass ... 368.45 g/mol

Entry 5:
Below is a single C17H24N4O3 molecule at a distorted geometry, with properties calculated with the ωB97M-V functional and the def2-TZVPD basis.

Structure (XYZ):
```
48
Properties=species:S:1:pos:R:3
N -2.551 -2.839 -0.179
C -3.548 -2.404 -1.161
C -3.422 -0.837 -1.314
C -3.718 0.018 -0.114
C -3.180 1.470 -0.317
C -1.709 1.546 -0.661
N -1.009 0.538 0.054
C -0.766 0.456 1.415
O -1.143 1.350 2.266
C 0.074 -0.785 1.731
N 0.407 -1.792 0.654
C 1.407 -0.068 2.280
C 2.277 0.560 1.227
C 2.326 1.874 0.853
N 3.141 2.119 -0.148
C 3.868 0.989 -0.393
C 4.850 0.684 -1.344
C 5.237 -0.703 -1.484
C 4.648 -1.795 -0.799
C 3.595 -1.434 0.106
C 3.298 -0.049 0.369
C -1.150 2.941 -0.726
O -1.073 3.557 -1.762
O -0.808 3.396 0.469
H -2.861 -3.843 0.283
H -2.724 -2.059 0.699
H -3.297 -2.836 -2.147
H -4.507 -2.778 -0.756
H -4.148 -0.481 -2.057
H -2.396 -0.781 -1.649
H -4.727 0.166 0.014
H -3.312 -0.302 0.924
H -3.373 1.962 0.644
H -3.856 2.072 -0.985
H -1.652 1.206 -1.757
H -0.627 -0.265 -0.394
H -0.383 -1.450 2.535
H -0.395 -2.019 0.014
H 1.049 -1.376 0.035
H 1.028 0.675 3.035
H 2.068 -0.809 2.949
H 1.470 2.537 1.161
H 3.281 3.030 -0.448
H 5.488 1.522 -1.848
H 6.112 -0.678 -2.197
H 4.894 -2.888 -0.963
H 2.939 -2.183 0.633
H -1.119 2.789 1.253
```

Charge ... 0
Electronic energy ... -1106.8736 Eh
Highest occupied orbital energy ... -7.9 eV
SMILES ... NCCCC[C@H](NC(=O)[C@@H](N)Cc1c[nH]c2ccccc12)C(=O)O
Multiplicity ... 1
Molar mass ... 332.40 g/mol